# C57H90ClN13O5Pb

A molecular structure, C57H90ClN13O5Pb (ωB97M-V with the def2-TZVPD basis set, OMol25).

Computed properties:
* HOMO level: -7.5 eV
* M: 1280.086 g mol⁻¹
* orbital gap: 6.41 eV
* total charge: 0
* total energy: -3966.4013 Eh

XYZ file:
```
167
Properties=species:S:1:pos:R:3:lowdin_charge:R:1
Pb 2.33 -2.00 3.20 1.4960
Cl -0.09 -0.18 6.19 0.6565
O 0.33 -0.81 4.92 -0.5470
O 0.59 1.10 6.50 -0.3705
O -1.51 0.12 6.06 -0.3674
O 0.16 -1.15 7.21 -0.3506
C 1.85 2.27 0.07 -0.0360
C 1.16 1.36 1.07 -0.4498
C -0.42 1.70 1.08 -0.1314
C -1.11 1.01 -0.06 -0.1821
C -0.89 -0.49 0.15 -0.1711
C 0.50 -1.00 -0.10 -0.4087
N 1.31 -0.12 0.93 -0.1201
O 2.69 -0.61 1.08 -0.4545
C 0.85 -0.94 -1.67 -0.0095
C 0.54 -2.52 0.33 -0.0615
C 1.71 1.84 2.47 -0.0540
H 1.62 3.31 0.31 0.0914
H 1.31 2.04 -0.85 0.0585
H 2.92 2.20 -0.14 0.0656
H -0.50 2.78 1.00 0.1035
H -0.91 1.41 2.01 0.1101
H -0.55 1.40 -0.91 0.0877
H -2.13 1.36 -0.20 0.0853
H -1.44 -0.98 -0.66 0.1047
H -1.28 -0.81 1.11 0.1132
H 0.30 -1.44 -2.47 0.0662
H 1.91 -1.18 -1.72 0.0520
H 0.83 0.11 -1.98 0.0458
H 0.41 -2.56 1.42 -0.0050
H 1.50 -2.97 0.10 0.0499
H -0.23 -3.18 -0.07 0.0798
H 1.46 1.22 3.34 0.0544
H 1.44 2.86 2.73 0.0653
H 2.80 1.95 2.43 0.0702
C -3.27 -4.41 2.09 -0.1111
C -2.96 -3.41 3.16 -0.2484
C -2.12 -4.06 4.33 -0.1151
C -0.67 -4.07 3.93 -0.1579
N 0.44 -4.06 3.67 0.0834
H -2.50 -4.68 1.38 0.0705
H -4.07 -3.94 1.52 0.0585
H -3.49 -5.39 2.52 0.0779
H -3.95 -3.16 3.54 0.1042
H -2.46 -2.52 2.77 0.0983
H -2.45 -5.09 4.45 0.1092
H -2.42 -3.54 5.24 0.1241
C -8.25 -1.24 -0.63 -0.0808
C -7.11 -2.24 -0.15 -0.2111
C -6.04 -1.44 0.60 -0.1806
C -5.12 -0.72 -0.27 -0.2094
N -4.39 -0.12 -0.87 0.1901
H -8.36 -0.34 -0.01 0.0659
H -9.28 -1.59 -0.65 0.0596
H -8.04 -0.96 -1.66 0.0657
H -6.60 -2.76 -0.97 0.1013
H -7.54 -3.12 0.33 0.0985
H -5.47 -2.15 1.20 0.0960
H -6.38 -0.63 1.24 0.1074
C -1.29 2.59 -5.95 -0.1083
C 0.09 1.96 -5.86 -0.2398
C 0.59 1.91 -4.37 -0.2004
C 0.87 3.28 -3.88 -0.2709
N 0.96 4.35 -3.43 0.1381
H -1.43 3.57 -5.49 0.0741
H -2.05 1.94 -5.52 0.0705
H -1.52 2.58 -7.01 0.0719
H 0.89 2.44 -6.42 0.1045
H 0.09 0.94 -6.24 0.0955
H 1.54 1.40 -4.22 0.0595
H -0.24 1.58 -3.74 0.1038
C 5.05 3.44 -1.81 -0.0917
C 5.30 4.67 -2.73 -0.2352
C 5.39 4.20 -4.17 -0.1900
C 4.36 3.24 -4.64 -0.1918
N 3.63 2.44 -4.98 0.1858
H 4.06 3.07 -2.07 0.0447
H 4.94 3.75 -0.77 0.0684
H 5.83 2.69 -1.95 0.0819
H 6.19 5.27 -2.52 0.1038
H 4.52 5.43 -2.67 0.1080
H 6.32 3.69 -4.41 0.1195
H 5.38 5.03 -4.88 0.1157
C 0.90 -7.70 2.40 -0.1124
C 2.35 -8.05 2.25 -0.2905
C 3.21 -7.14 1.40 -0.1458
C 2.92 -5.67 1.65 -0.1372
N 2.74 -4.54 1.82 0.1024
H 0.51 -7.64 1.38 0.0807
H 0.71 -6.75 2.89 0.0491
H 0.26 -8.46 2.87 0.0791
H 2.34 -9.09 1.90 0.1145
H 2.83 -8.11 3.23 0.1096
H 2.88 -7.32 0.38 0.1201
H 4.24 -7.45 1.59 0.1220
C 3.44 3.84 5.10 -0.0782
C 4.75 3.12 5.62 -0.2180
C 4.49 1.78 6.44 -0.1303
C 4.10 0.63 5.57 -0.1751
N 3.79 -0.21 4.89 0.1035
H 3.73 4.56 4.33 0.0673
H 2.94 4.27 5.96 0.0795
H 2.86 3.13 4.52 0.0349
H 5.29 3.82 6.25 0.0929
H 5.49 3.07 4.82 0.0994
H 3.80 1.90 7.27 0.1218
H 5.45 1.55 6.92 0.1092
N 0.66 -2.44 -6.89 0.0446
C 2.01 -2.13 -7.30 -0.1175
C 2.60 -1.44 -6.30 -0.1252
C 1.87 -1.66 -5.09 -0.0911
C 0.67 -2.10 -5.56 -0.1974
H -0.10 -2.82 -7.44 0.1398
H 2.36 -2.58 -8.21 0.1005
H 3.65 -1.22 -6.35 0.0906
H 2.11 -1.46 -4.06 0.0645
H -0.18 -2.41 -4.97 0.0898
N 0.13 -4.53 -3.42 0.0119
C 0.37 -5.42 -4.45 -0.1159
C -0.87 -5.83 -4.87 -0.1488
C -1.85 -5.21 -4.16 -0.1236
C -1.21 -4.31 -3.35 -0.1723
H 0.82 -3.98 -2.93 0.1355
H 1.40 -5.69 -4.66 0.1100
H -0.99 -6.32 -5.83 0.0951
H -2.93 -5.16 -4.25 0.0986
H -1.59 -3.58 -2.65 0.1031
N -4.09 2.75 -1.71 0.0083
C -5.23 3.11 -1.03 -0.1290
C -5.20 4.55 -0.80 -0.1040
C -3.97 4.98 -1.27 -0.1516
C -3.37 3.94 -1.88 -0.1532
H -3.89 1.85 -2.13 0.1002
H -5.95 2.33 -0.84 0.0805
H -5.86 4.95 -0.04 0.0791
H -3.66 6.01 -1.34 0.0986
H -2.48 3.80 -2.48 0.0974
N -4.35 1.24 2.89 0.0155
C -4.20 0.18 3.85 -0.1200
C -5.39 -0.02 4.50 -0.1106
C -6.20 1.06 4.09 -0.1296
C -5.63 1.75 3.02 -0.1337
H -3.51 1.68 2.56 0.1289
H -3.19 -0.13 4.04 0.0873
H -5.48 -0.66 5.36 0.0950
H -7.14 1.24 4.57 0.0857
H -5.81 2.71 2.55 0.1008
N 4.23 -0.38 -1.26 0.0080
C 5.11 -1.39 -1.04 -0.1425
C 5.78 -1.71 -2.22 -0.1078
C 5.17 -0.89 -3.14 -0.1513
C 4.13 -0.12 -2.62 -0.1306
H 3.67 0.08 -0.56 0.0891
H 5.26 -1.70 -0.01 0.1007
H 6.66 -2.33 -2.31 0.0899
H 5.41 -0.93 -4.20 0.0840
H 3.47 0.63 -3.02 0.0777
N -0.54 5.91 2.62 0.0214
C 0.48 6.78 2.94 -0.1272
C 0.05 8.13 2.78 -0.1359
C -1.26 8.10 2.49 -0.1375
C -1.63 6.73 2.38 -0.1237
H -0.52 4.92 2.45 0.1313
H 1.46 6.34 3.08 0.0860
H 0.64 9.04 2.80 0.0930
H -1.81 9.01 2.33 0.0947
H -2.55 6.29 2.01 0.0931
```

***

# C6H14O

2 unconnected molecules or ions with the total composition C6H14O (ωB97M-V with the def2-TZVPD basis set, OMol25).

Computed properties:
* energy relative to the best compared isomer or geometry (same formula, charge and spin): 95.9 kJ/mol
* HOMO level: -9.7 eV
* M: 102.177 g mol⁻¹
* orbital gap: 10.65 eV
* total charge: 0
* total energy: -312.2185 Eh
* structure (SMILES): CC(=O)CC(C)C.[H][H]

XYZ file:
```
21
Properties=species:S:1:pos:R:3:lowdin_charge:R:1
C -1.94 1.54 1.12 -0.0263
C -0.90 0.45 1.12 -0.4686
O -0.18 0.26 2.07 0.0328
C -0.79 -0.41 -0.14 -0.1207
C 0.62 -0.98 -0.35 -0.4366
C 1.53 0.06 -1.01 -0.0739
C 0.58 -2.28 -1.15 -0.0858
H -2.93 1.14 0.88 0.0868
H -1.70 2.28 0.35 0.0867
H -1.96 2.03 2.10 0.0837
H -1.52 -1.22 -0.01 0.1308
H -1.13 0.16 -1.01 0.1243
H 1.01 -1.20 0.65 0.1289
H 2.56 -0.31 -1.07 0.0797
H 1.54 1.00 -0.45 0.0534
H 1.20 0.27 -2.04 0.0824
H 1.59 -2.68 -1.29 0.0771
H 0.15 -2.12 -2.15 0.0810
H -0.02 -3.04 -0.64 0.0771
H 1.22 2.86 1.34 0.0547
H 1.06 2.22 1.69 0.0328
```

***

# C21H32BrO15P

5 unconnected molecules or ions with the total composition C21H32BrO15P (ωB97M-V with the def2-TZVPD basis set, OMol25).

Computed properties:
* HOMO level: -8.7 eV
* M: 635.350 g mol⁻¹
* orbital gap: 8.68 eV
* total charge: 0
* total energy: -4863.2783 Eh
* structure (SMILES): C[C@@H]1COC(=O)O1.C[C@@H]1COC(=O)O1.C[C@@H]1COC(=O)O1.C[C@@H]1COC(=O)O1.O=C(O)CCPCC(=O)Br

XYZ file:
```
70
Properties=species:S:1:pos:R:3:lowdin_charge:R:1
C -4.11 2.71 -2.72 -0.0132
C -2.72 2.90 -3.31 -0.3478
C -2.63 2.62 -4.77 -0.1100
O -1.27 2.27 -4.93 0.0693
C -0.86 1.75 -3.73 -0.5163
O 0.20 1.18 -3.55 0.0671
O -1.81 1.95 -2.77 0.0307
H -4.55 1.77 -3.06 0.0899
H -4.06 2.67 -1.63 0.0910
H -4.77 3.53 -3.02 0.0941
H -2.34 3.90 -3.06 0.1650
H -2.89 3.48 -5.39 0.1457
H -3.24 1.76 -5.09 0.1435
C -1.16 -2.15 2.40 -0.0120
C -1.86 -1.52 1.21 -0.3518
C -2.46 -0.18 1.50 -0.1134
O -3.49 -0.10 0.54 0.0554
C -3.88 -1.38 0.28 -0.5042
O -4.87 -1.70 -0.36 0.1241
O -3.00 -2.27 0.84 0.0881
H -1.77 -2.08 3.31 0.0898
H -0.98 -3.21 2.22 0.0909
H -0.20 -1.66 2.60 0.0918
H -1.18 -1.49 0.35 0.1506
H -1.74 0.64 1.37 0.1140
H -2.91 -0.10 2.50 0.1431
C -8.14 0.47 -1.41 -0.0148
C -7.98 1.75 -0.62 -0.3525
C -9.28 2.35 -0.17 -0.1147
O -8.95 3.72 -0.04 0.0643
C -7.93 3.96 -0.92 -0.5046
O -7.51 5.06 -1.21 0.1303
O -7.45 2.78 -1.43 0.0720
H -8.91 0.56 -2.18 0.0879
H -7.21 0.22 -1.93 0.0853
H -8.40 -0.37 -0.75 0.0940
H -7.29 1.60 0.22 0.1638
H -9.63 1.94 0.78 0.1443
H -10.08 2.26 -0.92 0.1418
C 8.88 -1.12 3.73 -0.0153
C 7.71 -1.87 4.33 -0.3510
C 7.96 -3.34 4.52 -0.1146
O 6.64 -3.87 4.50 0.0638
C 5.90 -3.02 3.72 -0.5081
O 4.77 -3.25 3.33 0.1258
O 6.59 -1.87 3.45 0.0690
H 9.29 -1.65 2.86 0.0904
H 8.56 -0.14 3.37 0.0917
H 9.68 -0.99 4.46 0.0896
H 7.39 -1.39 5.27 0.1631
H 8.45 -3.56 5.47 0.1440
H 8.53 -3.79 3.70 0.1421
O 7.20 0.57 0.31 -0.0521
C 6.44 -0.19 -0.53 -0.2782
O 6.65 0.05 -1.97 -0.0518
C 5.45 -1.29 0.16 -0.1598
C 4.56 -2.18 -0.88 -0.4150
P 3.47 -1.20 -2.10 0.8847
C 1.74 -0.78 -1.36 -0.4006
C 1.76 0.40 -0.22 -0.6342
O 2.50 0.43 0.89 -0.1238
Br 0.50 1.99 -0.47 0.6763
H 6.21 0.95 -2.14 0.1317
H 4.82 -0.76 1.01 0.1318
H 6.16 -2.05 0.74 0.1265
H 3.84 -2.86 -0.24 0.0969
H 5.28 -2.90 -1.49 0.0947
H 4.07 0.12 -2.35 -0.0493
H 1.17 -1.70 -0.92 0.0964
H 1.10 -0.36 -2.28 0.0626
```

***

# C21H25IrN2O7P2S

A molecular structure, C21H25IrN2O7P2S (ωB97M-V with the def2-TZVPD basis set, OMol25).

Computed properties:
* energy relative to the best compared isomer or geometry (same formula, charge and spin): 0.0 kJ/mol
* HOMO level: -0.7 eV
* M: 703.670 g mol⁻¹
* orbital gap: 4.99 eV
* total charge: -2
* total energy: -2637.0065 Eh

XYZ file:
```
59
Properties=species:S:1:pos:R:3:lowdin_charge:R:1
Ir 0.92 -0.65 -0.56 1.3227
S -0.26 -2.50 3.30 0.9382
C 0.48 -0.99 3.68 -0.4374
C 0.94 -0.34 2.59 -0.1800
C 0.69 -1.03 1.35 -0.3396
C 0.07 -2.24 1.62 -0.5523
C -0.15 -3.15 0.52 -0.2864
C -0.75 -4.41 0.56 -0.0370
C -0.85 -5.14 -0.61 -0.1004
C -0.36 -4.62 -1.80 -0.0830
C 0.22 -3.36 -1.77 -0.0943
N 0.30 -2.64 -0.65 -0.0495
H 0.51 -0.66 4.71 0.0510
H 1.42 0.63 2.64 0.1006
H -1.12 -4.80 1.50 0.0957
H -1.31 -6.13 -0.59 0.0918
H -0.41 -5.17 -2.73 0.0896
H 0.63 -2.88 -2.65 0.1101
O 2.13 0.10 -4.97 -0.1493
P 2.26 0.11 -3.35 0.1737
O 2.83 1.41 -2.89 -0.3181
O 0.94 -0.37 -2.78 -0.4221
O 3.35 -1.06 -3.19 -0.2768
P 4.00 -1.41 -1.71 0.1780
O 4.65 0.01 -1.33 -0.1636
O 5.05 -2.43 -1.87 -0.3214
O 2.83 -1.71 -0.80 -0.4290
H 1.64 0.89 -5.23 0.0583
H 4.09 0.74 -1.68 0.0246
C 1.99 2.97 -0.25 -0.1061
C 0.85 3.58 0.56 -0.3840
C 0.12 4.63 -0.30 -0.0822
C -0.19 2.65 1.19 -0.1693
C -0.73 3.07 2.40 -0.0987
C -1.74 2.38 3.04 -0.1360
C -2.30 1.29 2.39 -0.0837
C -1.86 0.86 1.15 -0.1411
C -2.56 -0.32 0.45 -0.3640
C -3.96 -0.60 1.03 -0.1046
C -2.73 -0.15 -1.07 -0.0865
C -0.68 1.45 0.58 -0.3179
N -0.08 0.90 -0.50 -0.1533
H 2.70 3.77 -0.51 0.0715
H 1.65 2.49 -1.17 0.0304
H 2.53 2.21 0.32 0.0709
H 1.31 4.11 1.40 0.1126
H -0.35 4.14 -1.15 0.0813
H 0.83 5.38 -0.68 0.0638
H -0.66 5.14 0.28 0.0639
H -0.30 3.96 2.86 0.0966
H -2.10 2.69 4.02 0.0713
H -3.13 0.78 2.87 0.0830
H -1.96 -1.22 0.63 0.1064
H -4.60 0.29 0.93 0.0790
H -3.94 -0.89 2.08 0.0598
H -4.42 -1.41 0.47 0.0648
H -3.28 0.78 -1.28 0.0794
H -3.33 -0.98 -1.45 0.0646
H -1.79 -0.10 -1.59 0.0342
```

***

# C3H9NO2S

2 unconnected molecules or ions with the total composition C3H9NO2S (ωB97M-V with the def2-TZVPD basis set, OMol25).

Computed properties:
* energy relative to the best compared isomer or geometry (same formula, charge and spin): 156.6 kJ/mol
* HOMO level: -9.6 eV
* M: 123.177 g mol⁻¹
* orbital gap: 10.31 eV
* total charge: 0
* total energy: -723.1087 Eh
* structure (SMILES): O=CNCCS.O

XYZ file:
```
16
Properties=species:S:1:pos:R:3:lowdin_charge:R:1
O 0.34 -0.61 -2.53 0.0177
C 0.53 0.27 -1.72 -0.3485
N 0.70 0.03 -0.38 0.0031
C 0.63 1.14 0.58 -0.2674
C 0.36 0.64 2.03 -0.5363
S -1.22 -0.24 2.29 0.7213
H 0.49 1.35 -1.99 0.1495
H 1.13 -0.79 0.02 0.1436
H -0.25 1.74 0.36 0.1115
H 1.57 1.70 0.54 0.1179
H 0.45 1.55 2.60 0.0708
H 1.17 -0.06 2.21 0.0596
H -1.31 -0.96 1.17 -0.1845
O -1.82 -2.05 -1.71 -0.0646
H -1.24 -2.15 -2.48 0.0306
H -1.51 -1.55 -0.97 -0.0242
```

***

# C19H31N4S2

A gas-phase ion, C19H31N4S2 (charge +1) (ωB97M-V with the def2-TZVPD basis set, OMol25).

Computed properties:
* HOMO level: -10.6 eV
* M: 379.619 g mol⁻¹
* orbital gap: 6.94 eV
* total charge: +1
* total energy: -1757.7178 Eh
* structure (SMILES): CCN(CC)C(=S)SCCC[C@@]1(Cc2ccc(C)cc2)CNC(N)=[NH+]1

XYZ file:
```
56
Properties=species:S:1:pos:R:3:lowdin_charge:R:1
C 3.80 0.70 2.42 -0.0763
C 4.82 0.34 1.34 -0.2606
N 4.34 0.77 0.01 -0.2486
C 4.76 2.15 -0.28 -0.2517
C 4.49 2.60 -1.70 -0.0881
C 4.72 -0.16 -1.00 -1.1493
S 6.23 -0.55 -1.41 0.7638
S 3.35 -0.88 -1.88 0.9035
C 2.31 -1.39 -0.49 -0.4561
C 0.85 -0.89 -0.59 -0.2268
C -0.12 -2.01 -0.97 -0.1173
C -1.60 -1.78 -0.59 -0.3614
C -2.43 -1.10 -1.72 -0.0623
C -3.32 0.01 -1.20 -0.2483
C -4.62 -0.29 -0.77 -0.0330
C -5.42 0.72 -0.25 -0.0276
C -4.94 2.02 -0.16 -0.2632
C -5.79 3.12 0.43 -0.0419
C -3.66 2.33 -0.62 -0.0278
C -2.85 1.32 -1.14 -0.0409
C -2.19 -3.14 -0.15 -0.0467
N -1.81 -3.23 1.29 0.1475
C -1.47 -1.99 1.68 -0.3643
N -0.89 -1.66 2.86 0.1900
N -1.79 -1.11 0.73 0.1901
H 2.81 0.62 1.98 0.0542
H 3.93 1.73 2.73 0.0720
H 3.86 0.02 3.27 0.0706
H 4.96 -0.74 1.34 0.1050
H 5.80 0.77 1.56 0.1144
H 5.80 2.32 0.00 0.1153
H 4.17 2.79 0.37 0.1175
H 4.91 3.60 -1.80 0.0815
H 4.97 1.99 -2.46 0.0579
H 3.43 2.70 -1.88 0.0757
H 2.33 -2.48 -0.40 0.0753
H 2.75 -0.99 0.41 0.0475
H 0.80 -0.10 -1.34 0.1016
H 0.62 -0.42 0.36 0.0918
H 0.22 -2.91 -0.47 0.1075
H -0.07 -2.19 -2.04 0.1379
H -3.05 -1.85 -2.19 0.1272
H -1.73 -0.68 -2.44 0.1213
H -4.97 -1.31 -0.84 0.1077
H -6.42 0.47 0.07 0.1168
H -5.36 4.09 0.22 0.0757
H -6.83 3.04 0.13 0.0825
H -5.76 3.01 1.52 0.0860
H -3.28 3.34 -0.56 0.1124
H -1.85 1.52 -1.49 0.1112
H -3.27 -3.08 -0.20 0.1271
H -1.81 -4.02 -0.66 0.1387
H -1.09 -3.92 1.46 0.1650
H -1.42 -1.10 3.50 0.1255
H 0.05 -1.90 3.09 0.1212
H -1.27 -0.25 0.90 0.1536
```

***

# C25H33BrNO6Se2W

A molecular structure, C25H33BrNO6Se2W (ωB97M-V with the def2-TZVPD basis set, OMol25).

Computed properties:
* energy relative to the best compared isomer or geometry (same formula, charge and spin): 146.3 kJ/mol
* HOMO level (spin up / spin down): -11.3 / -11.3 eV
* M: 865.204 g mol⁻¹
* orbital gap (spin up / spin down): 5.91 / 5.91 eV
* total charge: +1
* total energy: -8922.4539 Eh

XYZ file:
```
69
Properties=species:S:1:pos:R:3:lowdin_charge:R:1
W -1.04 0.43 2.20 1.4120
O 3.95 -1.95 5.00 0.1430
C 2.85 -1.49 4.41 -0.2430
C 1.73 -2.29 4.13 0.1195
C 0.66 -1.70 3.51 -0.1489
N 0.67 -0.41 3.19 -0.0067
C 1.73 0.37 3.46 -0.1533
C 2.85 -0.12 4.06 0.1311
C 1.48 1.78 2.98 -0.4993
O 2.26 2.67 3.10 0.1913
O 0.27 1.87 2.41 -0.2729
C -0.65 -2.35 3.15 -0.5024
O -0.87 -3.51 3.28 0.1877
O -1.51 -1.43 2.70 -0.2692
H 3.88 -2.89 5.21 0.1422
H 1.69 -3.35 4.38 0.1495
H 3.70 0.51 4.27 0.1548
C -1.40 0.12 5.59 -0.4308
Se -2.39 1.10 4.21 0.6155
C -0.62 4.61 4.17 -0.0815
C -1.07 4.94 2.97 -0.0972
Se -2.64 2.13 1.36 0.6056
C -2.16 2.38 -0.51 -0.4104
H -0.36 0.44 5.63 0.0147
H -1.48 -0.95 5.44 0.0213
H -1.89 0.39 6.52 0.0236
H 0.44 4.57 4.38 0.0478
H -1.30 4.38 4.98 0.0449
H -0.39 5.19 2.16 0.0570
H -2.13 5.00 2.76 0.0367
H -1.08 2.50 -0.60 0.0176
H -2.65 3.30 -0.81 0.0274
H -2.51 1.56 -1.13 0.0114
C -0.16 -2.82 -5.23 -0.0358
C -1.29 -1.83 -4.89 -0.5530
C -1.20 -0.61 -5.80 -0.0339
C -2.63 -2.53 -5.12 -0.0597
C -1.12 -1.37 -3.44 -0.1356
C -2.13 -1.52 -2.49 -0.0553
C -1.95 -1.08 -1.20 -0.5801
Br -3.38 -1.27 0.00 0.8806
C -0.74 -0.46 -0.83 -0.2820
O -0.60 -0.04 0.48 -0.3236
C 0.30 -0.29 -1.75 -0.0654
C 0.06 -0.77 -3.03 0.0238
C 1.68 0.34 -1.52 -0.5201
C 1.83 1.54 -2.47 -0.0253
C 2.76 -0.71 -1.83 -0.0306
C 1.95 0.86 -0.10 -0.0546
H -0.27 -3.16 -6.26 0.0922
H -0.19 -3.69 -4.58 0.0951
H 0.83 -2.36 -5.15 0.0781
H -1.34 -0.91 -6.84 0.0924
H -0.23 -0.12 -5.73 0.0805
H -1.97 0.13 -5.55 0.0939
H -2.68 -2.86 -6.16 0.0920
H -3.47 -1.86 -4.95 0.0904
H -2.75 -3.41 -4.49 0.0924
H -3.07 -1.98 -2.75 0.1004
H 0.84 -0.65 -3.77 0.1058
H 1.74 1.26 -3.51 0.0826
H 2.81 2.00 -2.33 0.0960
H 1.08 2.30 -2.26 0.0904
H 2.72 -1.04 -2.87 0.0817
H 2.64 -1.59 -1.20 0.0955
H 3.75 -0.28 -1.66 0.0933
H 1.27 1.65 0.18 0.0746
H 2.96 1.27 -0.08 0.1035
H 1.91 0.05 0.63 0.0806
```